No. 1
{"formula": "C15H23BrN4O3S", "method": "wB97M-V/def2-TZVPD", "max_force_ev_per_a": 0.9, "de_lowest_ev": 0.0328, "smiles": "C[C@H]1CCCC[C@@H]1NC(=O)CCNS(=O)(=O)c1cc(Br)cnc1N", "e_lumo_ev": 0.34, "orbital_gap_ev": 8.978, "e_tot_ha": -4002.3790, "elements": ["C", "H", "H", "H", "C", "C", "C", "C", "C", "C", "N", "C", "O", "C", "H", "H", "C", "N", "S", "O", "O", "C", "C", "C", "C", "N", "C", "N", "H", "H", "H", "Br", "H", "H", "H", "H", "H", "H", "H", "H", "H", "H", "H", "H", "H", "H", "H"], "coordinates": [[6.01, 1.71, 0.23], [5.22, 2.39, -0.06], [6.03, 1.67, 1.32], [6.96, 2.11, -0.12], [5.78, 0.31, -0.34], [6.94, -0.62, 0.02], [6.73, -2.02, -0.54], [5.42, -2.61, -0.03], [4.25, -1.69, -0.40], [4.47, -0.29, 0.17], [3.34, 0.56, -0.16], [2.55, 1.13, 0.76], [2.69, 0.99, 1.96], [1.44, 2.01, 0.18], [1.77, 3.05, 0.24], [1.25, 1.76, -0.87], [0.16, 1.84, 0.99], [-0.93, 2.68, 0.56], [-1.71, 2.23, -0.85], [-0.82, 1.66, -1.81], [-2.49, 3.38, -1.24], [-2.79, 0.96, -0.23], [-2.45, -0.36, -0.42], [-3.29, -1.33, 0.11], [-4.42, -0.93, 0.81], [-4.75, 0.33, 0.98], [-3.96, 1.29, 0.47], [-4.31, 2.57, 0.69], [-5.23, 2.73, 1.08], [-3.86, 3.28, 0.13], [-5.09, -1.66, 1.25], [-2.89, -3.17, -0.10], [-1.57, -0.61, -0.99], [-0.71, 3.67, 0.56], [-0.20, 0.81, 0.91], [0.36, 2.04, 2.05], [3.16, 0.71, -1.14], [4.49, -0.33, 1.27], [3.32, -2.10, -0.01], [4.17, -1.63, -1.49], [5.47, -2.71, 1.05], [5.26, -3.60, -0.46], [7.56, -2.66, -0.26], [6.70, -1.97, -1.64], [7.88, -0.20, -0.36], [7.02, -0.68, 1.11], [5.73, 0.39, -1.44]], "nbo_charge": [-0.603, 0.209, 0.211, 0.209, -0.216, -0.394, -0.394, -0.396, -0.398, -0.063, -0.607, 0.685, -0.639, -0.519, 0.222, 0.236, -0.225, -0.855, 2.320, -0.938, -0.956, -0.448, -0.137, -0.197, 0.070, -0.459, 0.415, -0.778, 0.406, 0.425, 0.209, 0.066, 0.254, 0.405, 0.206, 0.236, 0.395, 0.233, 0.216, 0.190, 0.198, 0.210, 0.209, 0.193, 0.209, 0.198, 0.188]}



No. 2
{"formula": "C15H23CaN3O12P3S", "method": "wB97M-V/def2-TZVPD", "max_force_ev_per_a": 0.8, "de_lowest_ev": 0.0000, "charge": -1, "e_lumo_ev": 2.49, "orbital_gap_ev": 8.654, "e_tot_ha": -3752.9634, "elements": ["Ca", "O", "C", "O", "C", "C", "C", "C", "C", "C", "C", "C", "C", "N", "H", "H", "H", "H", "H", "H", "N", "C", "C", "P", "O", "O", "O", "P", "O", "O", "O", "H", "H", "H", "H", "H", "H", "H", "H", "C", "O", "P", "O", "C", "O", "C", "H", "H", "H", "H", "H", "H", "H", "H", "H", "O", "S", "N"], "coordinates": [[0.00, 0.35, -0.73], [-2.22, 3.83, 0.49], [-1.80, 2.75, 0.10], [-0.72, 2.17, 0.43], [-2.71, 1.99, -0.89], [-4.06, 2.40, -1.01], [-4.91, 1.67, -1.78], [-4.42, 0.54, -2.48], [-5.24, -0.29, -3.29], [-4.70, -1.37, -3.93], [-3.33, -1.67, -3.81], [-2.52, -0.88, -3.04], [-3.05, 0.23, -2.35], [-2.23, 0.97, -1.55], [-4.37, 3.27, -0.45], [-5.95, 1.94, -1.88], [-6.29, -0.05, -3.38], [-5.33, -2.01, -4.54], [-2.91, -2.52, -4.32], [-1.45, -1.08, -2.97], [1.80, -2.03, 2.16], [0.42, -2.41, 1.69], [-0.01, -3.65, 2.46], [0.74, -2.85, -0.10], [-0.67, -3.43, -0.56], [1.78, -3.91, -0.02], [1.08, -1.58, -0.84], [-0.83, -1.03, 1.94], [0.20, 0.22, 2.14], [-1.64, -1.33, 3.13], [-1.47, -0.87, 0.58], [2.42, -2.78, 1.82], [1.85, -1.96, 3.17], [2.12, -1.13, 1.73], [0.64, -4.50, 2.22], [-1.03, -3.91, 2.18], [-0.02, -3.46, 3.53], [-1.34, -2.73, -0.48], [-0.16, 1.05, 1.75], [2.84, 1.73, 3.83], [3.71, 1.82, 2.70], [2.97, 1.70, 1.23], [3.13, 0.08, 0.94], [4.29, -0.52, 0.34], [4.24, 2.21, 0.36], [4.13, 3.50, -0.23], [3.28, 2.32, 4.63], [2.75, 0.69, 4.17], [1.84, 2.11, 3.60], [4.07, -1.58, 0.22], [5.17, -0.38, 0.97], [4.47, -0.08, -0.64], [4.91, 3.57, -0.99], [4.29, 4.28, 0.52], [3.16, 3.63, -0.70], [0.07, 1.26, -3.47], [1.28, 1.98, -2.99], [1.76, 1.71, -1.63]], "nbo_charge": [1.754, -0.663, 0.757, -0.884, 0.148, -0.225, -0.151, -0.111, -0.181, -0.221, -0.211, -0.196, 0.229, -0.499, 0.246, 0.205, 0.203, 0.207, 0.214, 0.227, -0.727, -0.639, -0.637, 2.397, -1.009, -1.163, -1.244, 2.374, -1.084, -1.119, -1.245, 0.446, 0.413, 0.491, 0.225, 0.252, 0.213, 0.525, 0.545, -0.257, -0.833, 1.657, -0.871, -0.254, -0.831, -0.258, 0.182, 0.158, 0.196, 0.193, 0.176, 0.209, 0.185, 0.167, 0.218, -1.017, 1.292, -1.173]}



No. 3
{"formula": "C15H23ClN2O4S", "method": "wB97M-V/def2-TZVPD", "max_force_ev_per_a": 0.9, "de_lowest_ev": 0.0700, "smiles": "CC(C)CNc1cc(Cl)c(S(=O)(=O)NCC(C)C)cc1C(=O)O", "e_lumo_ev": 0.01, "orbital_gap_ev": 8.536, "e_tot_ha": -1854.2641, "elements": ["C", "H", "H", "H", "C", "C", "H", "H", "H", "C", "N", "C", "C", "C", "C", "C", "C", "C", "O", "O", "H", "H", "S", "O", "O", "N", "H", "C", "H", "H", "C", "C", "H", "H", "H", "C", "H", "H", "H", "H", "Cl", "H", "H", "H", "H", "H"], "coordinates": [[-0.55, -4.08, -4.04], [-0.40, -5.01, -4.58], [-1.11, -3.40, -4.67], [-1.14, -4.30, -3.15], [0.80, -3.48, -3.66], [1.60, -4.42, -2.76], [2.55, -3.98, -2.49], [1.79, -5.36, -3.28], [1.05, -4.65, -1.85], [0.63, -2.10, -3.00], [-0.12, -2.21, -1.78], [-0.50, -1.20, -0.99], [-0.15, 0.14, -1.28], [-0.55, 1.17, -0.47], [-1.31, 0.93, 0.68], [-1.65, -0.37, 0.99], [-1.26, -1.45, 0.19], [-1.65, -2.80, 0.57], [-1.39, -3.81, -0.07], [-2.33, -2.88, 1.72], [-2.57, -3.80, 1.89], [-2.25, -0.54, 1.87], [-1.88, 2.19, 1.82], [-3.03, 1.67, 2.49], [-1.99, 3.45, 1.16], [-0.70, 2.27, 2.99], [-0.80, 1.48, 3.61], [0.67, 2.57, 2.61], [1.32, 2.29, 3.44], [0.97, 1.99, 1.73], [0.83, 4.07, 2.33], [2.21, 4.35, 1.75], [2.99, 4.04, 2.45], [2.35, 3.81, 0.82], [2.33, 5.41, 1.55], [0.60, 4.87, 3.61], [0.64, 5.94, 3.41], [-0.38, 4.63, 4.02], [1.36, 4.63, 4.36], [0.06, 4.36, 1.61], [-0.11, 2.77, -0.88], [0.43, 0.36, -2.16], [-0.42, -3.13, -1.48], [0.10, -1.43, -3.70], [1.61, -1.67, -2.80], [1.38, -3.31, -4.58]], "nbo_charge": [-0.610, 0.214, 0.210, 0.208, -0.216, -0.610, 0.209, 0.214, 0.207, -0.213, -0.605, 0.364, -0.353, 0.042, -0.458, -0.083, -0.293, 0.798, -0.639, -0.677, 0.505, 0.262, 2.332, -0.945, -0.927, -0.858, 0.404, -0.226, 0.207, 0.186, -0.242, -0.605, 0.197, 0.208, 0.213, -0.608, 0.210, 0.224, 0.192, 0.233, 0.060, 0.236, 0.439, 0.193, 0.192, 0.208]}



No. 4
{"formula": "C15H23F5NPTc", "method": "wB97M-V/def2-TZVPD", "max_force_ev_per_a": 4.4, "spin_multiplicity": 4, "s_squared": 3.81, "charge": 2, "e_lumo_ev": [-9.26, -11.46], "orbital_gap_ev": [6.583, 5.099], "e_tot_ha": -1560.8222, "elements": ["C", "C", "C", "C", "C", "C", "C", "C", "N", "Tc", "C", "P", "H", "H", "H", "H", "H", "H", "H", "H", "C", "C", "H", "C", "C", "H", "H", "H", "H", "H", "H", "H", "H", "H", "H", "H", "H", "H", "H", "F", "C", "F", "C", "F", "F", "F"], "coordinates": [[0.97, -2.80, -3.97], [1.61, -1.57, -3.85], [1.36, -0.76, -2.74], [0.49, -1.23, -1.75], [-0.14, -2.48, -1.87], [0.12, -3.28, -2.98], [2.09, 0.54, -2.58], [1.28, 1.84, -2.47], [-0.03, 1.69, -1.77], [0.02, 0.00, -0.13], [-1.13, -2.89, -0.82], [-1.85, -1.31, -0.18], [2.30, -1.22, -4.61], [-0.38, -4.24, -3.07], [1.15, -3.40, -4.86], [-0.65, -3.39, 0.04], [-1.95, -3.52, -1.20], [2.76, 0.50, -1.71], [2.73, 0.66, -3.47], [1.88, 2.57, -1.92], [-2.83, -1.75, 1.27], [-3.15, -1.05, -1.43], [1.06, 2.25, -3.47], [-1.09, 1.41, -2.76], [-0.38, 2.96, -1.07], [-0.31, -0.80, 1.28], [-1.14, 2.25, -3.46], [-0.86, 0.48, -3.30], [-2.05, 1.32, -2.24], [-0.60, 3.74, -1.82], [-1.26, 2.78, -0.45], [0.46, 3.27, -0.44], [-3.83, -1.91, -1.39], [-3.70, -0.12, -1.22], [-2.71, -0.98, -2.44], [-3.57, -2.52, 1.00], [-2.17, -2.12, 2.06], [-3.34, -0.84, 1.62], [-1.05, 0.25, 1.10], [2.35, 1.86, 0.31], [1.88, 0.68, 0.89], [2.88, -0.27, 0.73], [1.76, 1.00, 2.40], [2.96, 1.42, 2.87], [0.87, 2.01, 2.59], [1.39, -0.08, 3.13]], "lowdin_spin": [0.030, 0.209, 0.223, -0.025, 0.176, 0.255, 0.042, 0.028, 0.012, 1.781, 0.033, 0.046, 0.006, 0.008, -0.002, 0.014, 0.001, 0.017, 0.000, 0.000, -0.002, 0.032, 0.003, 0.012, 0.012, -0.010, 0.001, 0.002, 0.003, 0.000, 0.003, 0.001, 0.004, 0.001, 0.001, 0.000, 0.000, 0.000, -0.025, 0.040, 0.051, 0.005, 0.005, 0.001, 0.004, 0.001]}



No. 5
{"formula": "C15H23FN4PS", "method": "wB97M-V/def2-TZVPD", "max_force_ev_per_a": 8.3, "charge": 1, "e_lumo_ev": -5.21, "orbital_gap_ev": 4.701, "e_tot_ha": -1643.1898, "elements": ["C", "C", "C", "C", "C", "C", "N", "F", "C", "P", "S", "N", "H", "H", "H", "H", "H", "H", "H", "H", "H", "H", "H", "H", "H", "N", "C", "C", "C", "C", "H", "H", "H", "H", "H", "N", "C", "C", "C", "C", "H", "H", "H", "H", "H"], "coordinates": [[-0.09, -2.91, -1.17], [0.77, -1.63, -1.79], [1.78, -2.28, -2.94], [1.72, -1.05, -0.59], [1.95, 0.58, -0.62], [1.23, 1.78, -1.47], [1.84, 3.12, -1.06], [1.55, 4.39, -1.44], [2.93, 2.72, -0.09], [4.23, 3.73, 0.88], [5.82, 2.54, 1.05], [2.99, 1.24, 0.24], [0.45, -3.33, -0.21], [-0.15, -3.81, -1.93], [-1.21, -2.63, -0.90], [0.05, -0.79, -2.23], [2.39, -1.41, -3.46], [1.18, -2.93, -3.73], [2.58, -2.94, -2.36], [2.81, -1.53, -0.66], [1.29, -1.34, 0.48], [0.35, 1.61, -2.24], [4.63, 4.97, 0.25], [3.70, 3.91, 2.24], [3.58, 0.68, 0.89], [-4.15, -3.80, -0.13], [-3.83, -4.99, -0.75], [-4.93, -5.41, -1.45], [-5.95, -4.45, -1.26], [-5.44, -3.46, -0.45], [-3.53, -3.27, 0.46], [-2.85, -5.43, -0.63], [-5.00, -6.32, -2.04], [-6.95, -4.47, -1.68], [-5.88, -2.55, -0.06], [0.52, 3.62, 2.21], [0.94, 3.56, 3.51], [0.07, 4.33, 4.27], [-0.90, 4.86, 3.38], [-0.60, 4.40, 2.12], [0.97, 3.16, 1.43], [1.81, 2.99, 3.79], [0.13, 4.48, 5.34], [-1.73, 5.50, 3.64], [-1.09, 4.57, 1.17]], "nbo_charge": [-0.641, -0.216, -0.631, -0.471, 0.240, -0.107, 0.066, -0.093, 0.072, 0.733, -0.511, -0.523, 0.216, 0.242, 0.232, 0.216, 0.218, 0.247, 0.216, 0.260, 0.267, 0.304, 0.080, 0.071, 0.504, -0.514, -0.087, -0.298, -0.299, -0.079, 0.406, 0.206, 0.228, 0.229, 0.211, -0.525, -0.103, -0.271, -0.289, -0.082, 0.388, 0.204, 0.235, 0.237, 0.211]}



Number 3 is which compound?
C15H23ClN2O4S